{"formula": "C46H93F3O21P3S2", "method": "ωB97M-V with the def2-TZVPD basis set", "symbols": ["O", "C", "C", "P", "C", "C", "C", "F", "C", "F", "F", "P", "S", "P", "S", "H", "H", "H", "H", "H", "H", "H", "H", "H", "H", "H", "H", "H", "O", "C", "O", "C", "C", "C", "H", "H", "H", "H", "H", "H", "H", "H", "O", "C", "O", "C", "C", "C", "H", "H", "H", "H", "H", "H", "H", "H", "O", "C", "O", "C", "C", "C", "H", "H", "H", "H", "H", "H", "H", "H", "O", "C", "O", "C", "C", "C", "H", "H", "H", "H", "H", "H", "H", "H", "O", "C", "O", "C", "C", "C", "H", "H", "H", "H", "H", "H", "H", "H", "O", "C", "O", "C", "C", "C", "H", "H", "H", "H", "H", "H", "H", "H", "O", "C", "O", "C", "C", "C", "H", "H", "H", "H", "H", "H", "H", "H", "O", "C", "O", "C", "C", "C", "H", "H", "H", "H", "H", "H", "H", "H", "O", "C", "O", "C", "C", "C", "H", "H", "H", "H", "H", "H", "H", "H", "O", "C", "O", "C", "C", "C", "H", "H", "H", "H", "H", "H", "H", "H"], "xyz": [[-3.84495, 6.23324, -0.00426], [-3.50294, 4.81672, -0.18345], [-3.72542, 4.13347, 1.24969], [-4.21945, 2.31843, 1.20754], [-3.00942, 1.16975, 0.33828], [-1.85227, 1.89246, -0.49832], [-2.24856, 1.95731, -2.04732], [-3.60127, 1.85116, -2.48082], [-1.28452, 2.08666, -3.07268], [0.04318, 2.47678, -2.80182], [-1.58692, 1.87468, -4.43715], [-6.21967, 1.92296, 0.42467], [-6.53608, 2.74661, -1.32730], [-4.24724, 1.65484, 3.33031], [-2.45495, 1.24879, 3.98442], [-3.03151, 6.77331, -0.14640], [-4.17245, 4.41837, -1.01154], [-2.40634, 4.81798, -0.52001], [-2.80773, 4.33940, 1.91479], [-4.59819, 4.69555, 1.75718], [-3.60053, 0.49890, -0.39265], [-2.54452, 0.43633, 1.09783], [-0.92537, 1.19327, -0.45264], [-1.51196, 2.88672, -0.06687], [-6.34848, 0.47809, 0.35745], [-7.15506, 2.37736, 1.43090], [-4.74576, 2.80962, 4.05583], [-5.16920, 0.56245, 3.38917], [-4.34887, -3.42051, -8.61848], [-3.83992, -2.94001, -7.63146], [-4.61021, -2.37957, -6.67882], [-4.12830, -1.96815, -5.39477], [-3.55493, -0.56609, -5.45189], [-2.34593, -2.88217, -7.49115], [-3.42156, -2.69373, -4.98642], [-4.99459, -1.97256, -4.72761], [-2.69280, -0.51054, -6.11843], [-3.24500, -0.23550, -4.45720], [-4.29947, 0.13479, -5.83754], [-1.96809, -1.99705, -8.00697], [-1.91869, -3.77581, -7.94964], [-2.00119, -2.88152, -6.45869], [0.47355, -0.16928, 0.92760], [1.54947, 0.18018, 0.48266], [2.29110, -0.67511, -0.23219], [3.47023, -0.30307, -0.96456], [4.69428, -0.32275, -0.07170], [2.10272, 1.54022, 0.79827], [3.33556, 0.65514, -1.47002], [3.58954, -1.05204, -1.75154], [4.61383, 0.40297, 0.73881], [5.59493, -0.09808, -0.64746], [4.81159, -1.30505, 0.39311], [2.61216, 1.50786, 1.76290], [1.27337, 2.24896, 0.85324], [2.77899, 1.92695, 0.03835], [7.77693, 1.18247, 0.63987], [8.31713, 0.17335, 1.04069], [7.84653, -0.45640, 2.13030], [8.28516, -1.75216, 2.56365], [9.52678, -1.64671, 3.42635], [9.56546, -0.33871, 0.38348], [8.41924, -2.42781, 1.71621], [7.46917, -2.16642, 3.16186], [10.36724, -1.22434, 2.87248], [9.81970, -2.62956, 3.80253], [9.34488, -0.98681, 4.27778], [10.43203, 0.18195, 0.79649], [9.50190, -0.13703, -0.68823], [9.70331, -1.41451, 0.47877], [10.48197, -2.05696, 6.99046], [10.91021, -3.18687, 6.94257], [10.67318, -3.95373, 5.86221], [11.29663, -5.22169, 5.61781], [10.54267, -6.34129, 6.30784], [11.63496, -3.78096, 8.11664], [12.35429, -5.20063, 5.88679], [11.25653, -5.37818, 4.53661], [10.54489, -6.21974, 7.39222], [10.98719, -7.31025, 6.06763], [9.49659, -6.34771, 5.99156], [10.90769, -4.18130, 8.82521], [12.21368, -2.99286, 8.60218], [12.34994, -4.55611, 7.84623], [-3.86317, -1.37195, -0.80838], [-3.31544, -2.37849, -0.40255], [-3.78023, -3.00216, 0.68816], [-3.33567, -4.29449, 1.13017], [-2.09341, -4.17743, 1.99095], [-2.06552, -2.88621, -1.06000], [-3.19976, -4.97494, 0.28780], [-4.14929, -4.70762, 1.73153], [-1.25516, -3.75570, 1.43379], [-1.79654, -5.15686, 2.37331], [-2.27786, -3.51193, 2.83802], [-1.20160, -2.35748, -0.65061], [-2.13254, -2.68989, -2.13226], [-1.92096, -3.96005, -0.95927], [-3.70471, 6.58802, 8.38146], [-3.26958, 5.46197, 8.33288], [-3.50759, 4.69131, 7.25377], [-2.87645, 3.42811, 7.00883], [-3.61986, 2.30531, 7.70520], [-2.53418, 4.87435, 9.50370], [-1.81740, 3.45631, 7.27211], [-2.92116, 3.26820, 5.92788], [-3.61297, 2.42933, 8.78909], [-3.17039, 1.33847, 7.46480], [-4.66802, 2.29161, 7.39441], [-3.25472, 4.47010, 10.21692], [-1.95813, 5.66697, 9.98491], [-1.81537, 4.10359, 9.23038], [-11.23769, 7.93638, -2.03688], [-10.15559, 7.47337, -2.31134], [-9.45915, 6.78754, -1.38550], [-8.27223, 6.03393, -1.66364], [-7.04250, 6.91925, -1.61874], [-9.53322, 7.72729, -3.65504], [-8.36159, 5.48758, -2.60487], [-8.19742, 5.27993, -0.87580], [-7.07899, 7.69801, -2.38231], [-6.13591, 6.32794, -1.77086], [-6.97232, 7.42543, -0.65279], [-9.01848, 8.68958, -3.63868], [-10.32614, 7.75651, -4.40483], [-8.84452, 6.94732, -3.97570], [-8.66456, 1.45629, 3.26579], [-9.65895, 1.31487, 2.58271], [-9.59516, 1.52324, 1.25828], [-10.64310, 1.19516, 0.33041], [-11.65763, 2.31727, 0.23629], [-10.98248, 0.99297, 3.21260], [-11.10087, 0.23504, 0.57490], [-10.16073, 1.06804, -0.64223], [-12.15728, 2.48986, 1.19085], [-12.41698, 2.08743, -0.51469], [-11.16593, 3.25398, -0.03811], [-11.45529, 1.91657, 3.55125], [-10.80909, 0.34187, 4.07167], [-11.66136, 0.45141, 2.55676], [-0.58448, -5.22273, -7.31550], [-0.79794, -6.39463, -7.53826], [0.10866, -7.13160, -8.19961], [0.04342, -8.55778, -8.33697], [-0.81978, -8.95212, -9.51903], [-2.11066, -7.01795, -7.15809], [-0.27816, -9.03025, -7.40678], [1.06793, -8.89415, -8.51518], [-1.85267, -8.62428, -9.39081], [-0.81548, -10.03646, -9.65430], [-0.44969, -8.48351, -10.43413], [-2.84298, -6.82587, -7.94470], [-2.45497, -6.56234, -6.22740], [-2.05029, -8.08755, -6.96504], [12.36401, 0.64758, 0.28610], [12.58147, 0.81055, -0.89408], [13.53035, 0.08739, -1.51147], [13.72690, 0.05995, -2.93175], [14.61274, 1.20498, -3.38124], [11.85880, 1.87904, -1.66376], [12.77317, 0.03441, -3.46246], [14.22752, -0.88631, -3.15211], [14.15761, 2.17375, -3.16884], [14.80786, 1.14255, -4.45463], [15.56711, 1.17960, -2.84968], [12.37278, 2.83218, -1.52781], [10.84163, 1.96038, -1.27422], [11.75786, 1.66396, -2.72618]], "total_charge": 1, "lumo_energy_ev": -3.0708, "orbital_gap_ev": 8.03, "e_tot_ev": -149887.6948, "multiplicity": 1, "homo_energy_ev": -11.1, "largest_force_ev_per_a": 4.0}